a:
The following is a DFT calculation (ωB97M-V with the def2-TZVPD basis set) of 2 unconnected molecules or ions with the total composition C6H13NO.

```
21
Properties=species:S:1:pos:R:3
C 1.8843 1.8781 0.7619
N 0.8923 1.1906 1.5969
C -0.1970 0.5191 1.0437
C -1.2711 0.2193 1.7840
C 0.6547 -1.7080 -1.9790
C 0.4859 -1.1748 -0.5920
C 0.0184 0.0371 -0.3569
H 2.3866 1.0911 0.2022
H 2.5628 2.3335 1.4747
H 1.5010 2.6250 0.0629
H 0.6920 1.6401 2.4775
H -2.0598 -0.4490 1.4905
H -1.2886 0.6307 2.7833
H 1.6236 -2.1610 -2.1977
H -0.0865 -2.4775 -2.1989
H 0.5216 -0.9241 -2.7259
H 0.7546 -1.8562 0.2046
H -0.3843 0.6776 -1.1326
H -3.4246 -1.2731 -0.8394
H -2.6904 0.0544 -0.8140
O -2.5754 -0.8729 -1.0457
```

Its structure (SMILES) is C=C(/C=C/C)NC.O. Its orbital gap is 8.63 eV. The highest occupied orbital energy is -7.72 eV.

Partial charges, natural (NBO), in e: C -0.41; N -0.61; C 0.18; C -0.54; C -0.64; C -0.13; C -0.25; H 0.21; H 0.20; H 0.18; H 0.37; H 0.21; H 0.18; H 0.21; H 0.22; H 0.21; H 0.20; H 0.21; H 0.47; H 0.47; O -0.94

=====

b:
The following is a DFT calculation (ωB97M-V with the def2-TZVPD basis set) of 2 unconnected molecules or ions with the total composition C6H13NO.

```
21
Properties=species:S:1:pos:R:3
C 1.4465 0.8938 -1.4442
N 1.3662 -0.2061 -0.4872
C 1.1400 0.1323 0.8625
C 2.0196 -0.2154 1.7990
C -2.6684 0.7178 0.5175
C -1.2178 0.2920 0.3831
C -0.2101 0.6903 1.1411
H 1.3985 1.8628 -0.9554
H 0.6072 0.8955 -2.1318
H 2.3581 0.8716 -2.0189
H 2.1564 -0.8342 -0.5712
H 1.8482 -0.0683 2.8583
H 2.9114 -0.7265 1.4889
H -3.0122 1.3849 -0.2709
H -3.2317 -0.2185 0.5384
H -2.8217 1.1428 1.5089
H -1.0724 -0.3127 -0.4754
H -0.2783 1.4278 1.9308
H -0.6133 -1.8717 -1.4286
H -0.8036 -3.3334 -1.7032
O -1.3225 -2.5251 -1.5415
```

Its structure (SMILES) is C=C(/C=C/C)NC.O. Its orbital gap is 9.11 eV. The highest occupied orbital energy is -8.26 eV.

Partial charges, natural (NBO), in e: C -0.41; N -0.65; C 0.16; C -0.47; C -0.65; C -0.12; C -0.27; H 0.20; H 0.19; H 0.20; H 0.37; H 0.21; H 0.19; H 0.22; H 0.22; H 0.21; H 0.19; H 0.21; H 0.47; H 0.47; O -0.94

=====

c:
The following is a DFT calculation (ωB97M-V with the def2-TZVPD basis set) of 3 unconnected molecules or ions with the total composition C6H13NO.

```
21
Properties=species:S:1:pos:R:3
C 0.1829 0.2721 -0.1610
C 1.3976 -1.3652 0.8353
C -0.1698 -0.3160 -1.4875
C 2.7772 -1.0419 0.3581
N -0.5095 0.2164 0.9593
C -1.5220 2.0298 0.0034
C -2.8133 1.8552 -0.1844
O -1.5067 -0.7361 0.9299
H -1.8621 -0.7091 1.8275
H 0.9616 1.0223 -0.1221
H 0.8850 -2.1962 0.3628
H 1.2449 -1.3250 1.9074
H -1.0029 2.9858 0.0081
H 0.6958 -0.8400 -1.8968
H -0.9998 -1.0130 -1.4116
H -0.4476 0.4920 -2.1653
H 3.5073 -1.8033 0.6694
H 3.1299 -0.0918 0.7695
H 2.8337 -0.9805 -0.7318
H -3.5170 2.6797 -0.3234
H -3.2654 0.8650 -0.1469
```

Its orbital gap (spin up / spin down) is 8.00 / 7.90 eV. The highest occupied orbital energy (spin up / spin down) is -7.15 / -6.98 eV.

Partial charges, natural (NBO), in e: C 0.10; C -0.37; C -0.69; C -0.67; N -0.07; C -0.17; C -0.52; O -0.57; H 0.48; H 0.21; H 0.18; H 0.18; H 0.17; H 0.23; H 0.24; H 0.24; H 0.21; H 0.21; H 0.20; H 0.20; H 0.20

=====

Relative to the most stable one, in kJ/mol, the structures come out at a 9.8; b 0.0; c 602.9.

=====

a:
The following is a DFT calculation (ωB97M-V with the def2-TZVPD basis set) of a single C6H13NO molecule.

```
21
Properties=species:S:1:pos:R:3
C 0.2543 0.9658 -0.0935
C 0.3456 0.0259 1.0002
C 1.3856 1.1180 -1.0661
C -0.5847 2.1993 0.0598
N -0.8420 -0.7506 -1.0169
C -0.5433 -1.4460 0.2736
C -0.0310 -2.7483 0.2442
O -0.2742 0.2729 2.2344
H -0.6974 -0.5645 2.4838
H 1.3851 -0.2177 1.2517
H -1.8119 -0.8559 -1.3229
H -0.2624 -1.1251 -1.7657
H -1.4809 -1.4075 0.8312
H 1.1756 1.7841 -1.9040
H 2.2577 1.5145 -0.5316
H 1.6813 0.1798 -1.5369
H -0.9081 2.6038 -0.9006
H 0.0242 2.9597 0.5609
H -1.4700 2.0310 0.6693
H -0.3929 -3.5001 0.9279
H 0.7894 -3.0391 -0.3989
```

Its orbital gap (spin up / spin down) is 6.68 / 8.11 eV. The highest occupied orbital energy (spin up / spin down) is -6.51 / -7.23 eV.

Partial charges, natural (NBO), in e: C 0.19; C -0.01; C -0.66; C -0.67; N -0.80; C -0.12; C -0.48; O -0.72; H 0.47; H 0.17; H 0.38; H 0.37; H 0.19; H 0.22; H 0.22; H 0.21; H 0.21; H 0.22; H 0.23; H 0.19; H 0.18

=====

b:
The following is a DFT calculation (ωB97M-V with the def2-TZVPD basis set) of 2 unconnected molecules or ions with the total composition C6H13NO.

```
21
Properties=species:S:1:pos:R:3
C -0.2767 0.6424 -2.2640
N 0.9616 1.2642 -1.8517
C 1.7517 0.2693 -1.0899
C -0.7888 -1.4888 2.2506
C 0.5401 -1.2989 2.2448
C 1.1583 -1.1549 0.8831
C 1.2371 0.0383 0.2441
H -1.0056 0.5461 -1.4063
H -0.2062 -0.4560 -2.6286
H -0.8025 1.1942 -3.1190
H 0.7650 2.1318 -1.3071
H 2.7459 0.6987 -1.1849
H 1.8641 -0.6860 -1.6944
H -1.6130 -1.5482 1.4516
H -1.3032 -1.7963 3.1199
H 1.1690 -1.4899 3.1628
H 1.4754 -2.0916 0.3715
H 0.8888 0.9721 0.7429
H -3.0239 0.6291 0.5753
H -3.0555 2.1384 0.9365
O -2.4815 1.4862 0.5628
```

Its structure (SMILES) is C=C/C=C/CNC.O. Its orbital gap is 9.20 eV. The highest occupied orbital energy is -8.55 eV.

Partial charges, natural (NBO), in e: C -0.43; N -0.63; C -0.28; C -0.37; C -0.22; C -0.23; C -0.19; H 0.18; H 0.19; H 0.20; H 0.36; H 0.21; H 0.20; H 0.20; H 0.18; H 0.22; H 0.21; H 0.20; H 0.47; H 0.47; O -0.94

=====

Relative to the most stable one, in kJ/mol, the structures come out at a 168.5; b 0.0.

=====

a:
The following is a DFT calculation (ωB97M-V with the def2-TZVPD basis set) of 2 unconnected molecules or ions with the total composition C3H7O3.

```
13
Properties=species:S:1:pos:R:3
C 0.8638 0.8740 1.1415
C 1.7045 0.8521 -0.1701
O 1.9915 -0.3038 -0.5904
O 2.0521 1.9621 -0.6362
H 0.2773 1.7850 1.2750
H 1.6165 0.8113 1.9371
H 0.2264 0.0006 1.2825
C -1.8142 -0.9412 -0.6161
O -0.7122 -1.5709 -1.2579
H 0.0749 -0.9945 -1.1093
H -2.7094 -1.4748 -0.9340
H -1.7478 -1.1333 0.4650
H -1.8233 0.1334 -0.7871
```

Its orbital gap is 8.17 eV. The total charge is -1. The highest occupied orbital energy is -4.26 eV.

Partial charges, natural (NBO), in e: C -0.74; C 0.76; O -0.81; O -0.77; H 0.19; H 0.20; H 0.19; C -0.25; O -0.76; H 0.51; H 0.16; H 0.15; H 0.17

=====

b:
The following is a DFT calculation (ωB97M-V with the def2-TZVPD basis set) of 2 unconnected molecules or ions with the total composition C3H7O3.

```
13
Properties=species:S:1:pos:R:3
C -0.8356 0.4843 2.2019
C 0.3334 -0.1778 1.4306
O 1.1988 0.6028 0.9597
O 0.2335 -1.4124 1.2512
H -0.5156 0.8019 3.1866
H -1.7197 -0.1552 2.1800
H -1.1154 1.4373 1.7331
C 0.2055 -0.5183 -1.9622
O 0.6010 0.2148 -3.1376
H 1.3290 0.8053 -2.8889
H 0.6488 -1.5122 -1.9731
H 0.5212 -0.0110 -1.0470
H -0.8849 -0.5595 -1.9342
```

Its orbital gap is 8.03 eV. The total charge is -1. The highest occupied orbital energy is -4.10 eV.

Partial charges, natural (NBO), in e: C -0.74; C 0.76; O -0.81; O -0.79; H 0.20; H 0.20; H 0.19; C -0.27; O -0.76; H 0.46; H 0.16; H 0.23; H 0.16

=====

c:
The following is a DFT calculation (ωB97M-V with the def2-TZVPD basis set) of 2 unconnected molecules or ions with the total composition C3H7O3.

```
13
Properties=species:S:1:pos:R:3
O -0.4425 -1.8626 0.3620
C -0.9019 -0.8654 -0.2874
O -2.0861 -0.6540 -0.5181
C 0.1314 0.0828 -0.8798
C -0.1939 1.5602 -0.5984
H 1.1769 -0.2069 -0.7938
H -0.0084 -0.1062 -1.9587
H -0.8340 1.6817 0.2701
H 0.6951 2.1717 -0.4054
H -0.6044 2.0167 -1.4992
H 0.6072 -1.5475 1.4343
H 1.2949 -0.6753 2.5809
O 1.1656 -1.5952 2.2935
```

Its orbital gap is 8.60 eV. The total charge is -1. The highest occupied orbital energy is -4.49 eV.

Partial charges, natural (NBO), in e: O -0.80; C 0.77; O -0.74; C -0.53; C -0.60; H 0.20; H 0.20; H 0.21; H 0.18; H 0.20; H 0.50; H 0.43; O -1.02

=====

Relative to the most stable one, in kJ/mol, the structures come out at a 36.2; b 56.7; c 0.0.

=====

a:
The following is a DFT calculation (ωB97M-V with the def2-TZVPD basis set) of 2 unconnected molecules or ions with the total composition C3H7O3.

```
13
Properties=species:S:1:pos:R:3
C -1.3670 -1.9091 0.1849
O -1.1507 -2.8708 1.1932
H -1.7056 -2.5053 1.8457
H -1.7844 -0.9379 0.5640
H -0.4070 -1.9296 -0.3501
H -2.1713 -2.3841 -0.4649
C 1.6050 1.8451 0.1251
C 0.6373 1.5210 -1.1174
O 1.3898 0.9307 -1.9218
O -0.4551 2.0188 -1.1256
H 1.3921 1.2369 0.9368
H 1.3651 3.0123 0.3703
H 2.6517 1.9721 -0.2402
```

Its orbital gap is 6.71 eV. The total charge is -1. The highest occupied orbital energy is -3.32 eV.

Partial charges, natural (NBO), in e: C -0.26; O -0.73; H 0.45; H 0.18; H 0.21; H 0.14; C -0.76; C 0.78; O -0.81; O -0.76; H 0.19; H 0.16; H 0.20

=====

b:
The following is a DFT calculation (ωB97M-V with the def2-TZVPD basis set) of 2 unconnected molecules or ions with the total composition C3H7O3.

```
13
Properties=species:S:1:pos:R:3
C -2.1696 0.8980 0.7287
C -1.1500 1.5699 -0.2553
O -1.4901 2.7138 -0.6215
O -0.0503 0.9858 -0.4019
H -3.1626 1.1556 0.3499
H -2.0685 1.4708 1.6080
H -2.0771 -0.1795 0.8283
C 2.0060 -1.1505 -0.6483
O 1.9966 -2.4903 -0.0978
H 2.0827 -2.4444 0.8592
H 1.6049 -1.2463 -1.6486
H 3.0387 -0.7973 -0.6905
H 1.4392 -0.4855 -0.0100
```

Its orbital gap is 7.68 eV. The total charge is -1. The highest occupied orbital energy is -4.01 eV.

Partial charges, natural (NBO), in e: C -0.75; C 0.78; O -0.79; O -0.81; H 0.19; H 0.20; H 0.19; C -0.25; O -0.76; H 0.45; H 0.18; H 0.13; H 0.24

=====

c:
The following is a DFT calculation (ωB97M-V with the def2-TZVPD basis set) of 2 unconnected molecules or ions with the total composition C3H7O3.

```
13
Properties=species:S:1:pos:R:3
O 2.1893 1.7168 -1.0455
C 1.5549 1.6593 0.0668
O 0.3003 1.6518 0.1150
H 2.1315 1.7105 1.0855
H -1.0372 0.4154 -0.1562
C -0.8525 -1.5812 -0.2032
O -1.5925 -0.4192 -0.1833
C -1.2206 -2.4556 1.0056
H 0.0728 -1.3904 -0.3680
H -1.2587 -2.1684 -1.0837
H -2.0356 -1.9055 1.4461
H -0.4302 -2.4584 1.8247
H -1.5105 -3.5331 0.9466
```

Its orbital gap is 8.21 eV. The total charge is -1. The highest occupied orbital energy is -4.29 eV.

Partial charges, natural (NBO), in e: O -0.78; C 0.62; O -0.82; H 0.01; H 0.54; C -0.03; O -0.78; C -0.65; H 0.17; H 0.12; H 0.23; H 0.19; H 0.19

=====

Relative to the most stable one, in kJ/mol, the structures come out at a 108.0; b 0.0; c 39.8.